[1]
{
  "formula": "C5H9NO",
  "method": "ωB97M-V/def2-TZVPD",
  "e_tot_ha": -325.8088,
  "lumo_energy_ev": 0.80,
  "e_above_lowest_kcal_mol": 80.8,
  "total_charge": 0,
  "homo_ev": -7.8,
  "elements": ["C", "C", "N", "C", "C", "C", "O", "H", "H", "H", "H", "H", "H", "H", "H", "H"],
  "coordinates": [[0.376, 0.686, 2.003], [1.145, 1.603, 1.057], [1.105, 1.228, -0.205], [0.013, 0.495, -0.845], [0.037, -1.028, -0.829], [-1.352, -1.538, -1.136], [-2.304, -0.809, -1.307], [0.677, -0.364, 1.848], [0.712, 0.982, 2.995], [-0.729, 0.721, 2.019], [-0.885, 0.844, -0.337], [1.652, 1.796, -0.840], [-0.085, 0.847, -1.875], [0.338, -1.433, 0.144], [0.742, -1.461, -1.552], [-1.470, -2.637, -1.193]],
  "nbo_charge": [-0.7675, 0.1203, -0.5682, -0.2533, -0.5279, 0.4439, -0.5197, 0.2060, 0.2303, 0.2254, 0.2211, 0.3889, 0.2125, 0.2395, 0.2328, 0.1159]
}

=====

[2]
{
  "formula": "C5H9NO",
  "method": "ωB97M-V/def2-TZVPD",
  "e_tot_ha": -325.8949,
  "lumo_energy_ev": 0.64,
  "e_above_lowest_kcal_mol": 26.8,
  "smiles": "CC(C)(C#N)CO",
  "total_charge": 0,
  "homo_ev": -10.8,
  "elements": ["C", "C", "C", "C", "N", "C", "O", "H", "H", "H", "H", "H", "H", "H", "H", "H"],
  "coordinates": [[1.306, -0.171, -0.740], [0.047, 0.156, 0.092], [-0.523, 1.517, -0.366], [0.365, 0.246, 1.529], [0.512, 0.335, 2.667], [-1.046, -0.946, -0.002], [-0.787, -2.119, 0.742], [1.806, -1.096, -0.439], [1.031, -0.270, -1.797], [2.061, 0.617, -0.645], [0.224, 2.312, -0.258], [-0.812, 1.462, -1.422], [-1.402, 1.796, 0.224], [-1.204, -1.167, -1.068], [-1.981, -0.547, 0.405], [0.153, -2.304, 0.771]],
  "nbo_charge": [-0.5972, -0.1856, -0.5884, 0.2823, -0.3177, -0.0378, -0.7026, 0.2138, 0.2182, 0.2265, 0.2255, 0.2157, 0.2249, 0.1656, 0.1884, 0.4685]
}